C4H15N2O | ωB97M-V with the def2-TZVPD basis set

Geometry (Å):
H1 3.1555 0.4214 -0.2567
N1 2.3564 0.5459 0.3471
H2 1.7337 1.8918 -1.1415
H3 2.5597 1.0510 1.1999
N2 -0.0773 -0.9468 -0.4009
C1 -0.7727 -2.0152 -1.2301
H4 -1.1671 -2.6393 -0.4521
H5 -1.5455 -1.4902 -1.7951
H6 -0.5278 0.6223 -1.6402
C2 0.3865 0.2274 -1.2397
H7 -0.0393 -2.4474 -1.9094
H8 0.6321 1.6697 0.2696
H9 -1.7548 -0.0878 0.5502
C3 -0.8225 -0.5330 0.8586
H10 -0.2320 0.2634 1.3006
H11 0.8296 -1.3549 -0.1361
O1 -2.0909 1.5745 1.8640
H12 -0.8896 -1.3680 1.5394
H13 -1.2842 2.0065 2.1673
H14 -2.7113 1.6385 2.6005
H15 0.9666 -0.2154 -2.0494
C4 1.2948 1.1856 -0.4460

Results
* spin multiplicity: 1
* net charge: +1

Charges in e, computed with natural (NBO), in the same order as the atoms:
1. H 0.3799
2. N -0.8705
3. H 0.2192
4. H 0.3938
5. N -0.3469
6. C -0.3953
7. H 0.2307
8. H 0.2256
9. H 0.2280
10. C -0.2200
11. H 0.2350
12. H 0.1928
13. H 0.2529
14. C -0.4070
15. H 0.2208
16. H 0.4395
17. O -0.9564
18. H 0.2354
19. H 0.4726
20. H 0.4938
21. H 0.2156
22. C -0.2396


C12H29BeBr2CaFIKNaO8PS | ωB97M-V with the def2-TZVPD basis set

Geometry (Å):
C1 0.4517 0.4502 3.6761
H1 0.5434 -1.8442 -0.9138
H2 -1.5188 1.0637 2.8628
H3 -2.2692 0.9116 0.4501
C2 2.8861 -2.1704 9.3121
C3 -0.2329 0.4081 1.2400
H4 2.3319 -0.2756 -0.9415
H5 0.9659 -0.5049 3.8919
Br1 4.8946 -2.0622 -0.9498
H6 0.5022 -0.4033 1.0580
F1 1.5900 -0.4323 -5.5480
C4 2.3989 -1.0122 -1.7614
O1 0.3007 1.9638 -1.6777
H7 -1.8745 -0.8073 0.6064
O2 -5.9932 1.4429 -6.9149
H8 1.8916 -2.1646 9.8107
C5 2.5840 1.6684 -2.8147
H9 1.4058 3.6709 -2.8025
H10 2.0029 -2.4166 7.3118
P1 0.8696 2.4116 -3.2651
H11 1.4584 -3.0222 -2.0802
C6 1.1491 -1.9579 -1.8720
H12 2.0729 -0.7450 7.8700
C7 -1.0004 0.8776 -3.3416
H13 0.2529 1.3797 1.0568
C8 -1.4591 0.1781 0.3104
I1 -2.8171 1.4470 -4.3754
H14 -5.2129 0.4341 -5.4681
H15 0.2078 -3.0026 4.7511
O3 -1.0120 0.0332 -1.0740
O4 0.2274 0.9980 -4.0113
H16 -0.3748 3.0739 -3.5995
K1 0.9794 3.2058 -6.0070
H17 1.4024 2.7166 -4.5686
C9 -0.7647 0.2723 2.7191
H18 3.3838 2.1843 -3.3776
H19 3.5432 -1.5426 7.3044
H20 2.7387 1.8592 -1.7394
H21 3.3701 -1.7868 -1.5342
H22 0.0657 0.8467 4.6328
H23 -1.2270 -0.7307 2.7810
Be1 -2.3815 -0.8726 -1.8701
H24 1.2064 1.1310 3.2462
H25 1.7252 -2.9104 4.6882
O5 0.9448 -2.4268 4.9809
C10 -0.9143 1.3017 -1.7561
H26 -1.1017 -0.2379 -3.2970
Br2 -6.1176 1.8677 -3.9512
O6 -6.0136 -0.0805 -5.3014
H27 0.5111 -1.5458 -2.6710
O7 -7.8662 0.2165 -6.5482
S1 2.6818 -0.1039 -3.2731
C11 2.6150 -1.6996 7.8578
C12 -6.7163 0.5604 -6.3481
Na1 1.1125 -3.5156 0.2338
O8 3.5431 -3.3287 9.2584
H28 -1.7589 2.0010 -1.6310
H29 3.3928 -1.3130 9.8076
Ca1 -5.5770 4.3403 -4.4326

Results
* spin multiplicity: 1

Charges in e, computed with Mulliken, in the same order as the atoms:
1. C -1.0297
2. H -0.5436
3. H 0.3132
4. H 0.5210
5. C -0.2291
6. C -0.0910
7. H 0.3716
8. H 0.1774
9. Br -0.4787
10. H 0.0201
11. F -0.7099
12. C -0.1511
13. O -0.4187
14. H 0.1947
15. O -0.7075
16. H 0.2028
17. C -0.9700
18. H 0.1433
19. H 0.1653
20. P -0.6330
21. H 0.7028
22. C -0.3557
23. H 0.3157
24. C -0.9698
25. H 0.2929
26. C -0.9634
27. I 0.1569
28. H 0.2349
29. H 0.2768
30. O -0.4670
31. O -0.2689
32. H 0.1313
33. K 0.9862
34. H 0.0656
35. C -0.4725
36. H 0.5678
37. H 0.3145
38. H 0.4121
39. H -0.0051
40. H 0.3613
41. H 0.3439
42. Be 0.9471
43. H 0.3480
44. H 0.3005
45. O -0.6278
46. C 0.0667
47. H 0.6334
48. Br -0.5771
49. O -0.5461
50. H -0.0843
51. O -0.6693
52. S 0.3120
53. C -0.8050
54. C 0.8394
55. Na 0.9322
56. O -0.6325
57. H 0.3046
58. H 0.2028
59. Ca 1.2482


C20H30N2O3 | ωB97M-V with the def2-TZVPD basis set

Geometry (Å):
H1 3.1560 -4.0137 -3.5213
H2 1.8000 -0.3836 -0.6505
C1 -2.8733 3.5754 4.1856
C2 -1.2799 1.4802 -1.5882
H3 -0.4905 -2.5172 -4.1167
H4 -1.5266 4.7852 6.9339
O1 -2.2118 -0.6495 -2.2313
H5 -1.5663 1.3103 0.5229
C3 0.5611 0.4083 1.4479
H6 -2.2933 1.8425 -1.7608
C4 1.0447 -2.4663 -2.6135
H7 0.6543 -4.5574 -5.1796
H8 -0.8650 2.8503 0.0199
O2 0.6648 -0.8044 1.4484
O3 -0.7656 3.2456 4.7983
C5 -0.8425 1.7724 -0.1521
H9 -2.5089 3.0461 2.0530
C6 0.3956 2.5431 2.7702
C7 -1.9948 3.6052 5.2269
C8 -2.1715 3.9506 6.6614
C9 -1.2586 -0.0217 -1.8124
C10 0.4336 0.3665 3.8533
N1 0.4480 1.1024 2.6050
H10 1.2412 0.7134 4.5009
H11 2.2963 -4.3971 -5.8100
C11 1.6164 -4.0652 -5.0221
C12 0.5603 1.1994 0.1358
H12 -0.6116 1.9709 -2.2993
H13 1.6472 -4.2577 -1.5716
H14 0.5712 -0.6883 3.6276
H15 0.2666 -4.4693 -2.6511
H16 1.0131 -2.2783 -6.0705
H17 -0.5190 0.5047 4.3672
H18 1.3052 1.9984 0.1988
C13 1.2378 -3.9813 -2.5458
C14 0.4987 -2.0745 -3.9866
H19 2.3990 -2.0627 -4.9979
C15 0.9962 0.2614 -1.0071
H20 2.0205 -1.9850 -2.4743
H21 2.2827 -5.5457 -3.6001
H22 -0.8896 -2.4441 -1.6517
H23 0.4812 -2.3292 -0.5196
H24 -3.2056 4.2235 6.8468
C16 -2.1324 3.1725 3.0467
H25 -3.9171 3.8108 4.2196
C17 2.1681 -4.4611 -3.6562
H26 -1.9069 3.1030 7.2926
H27 0.3813 -0.9902 -4.0438
H28 1.3805 0.8691 -1.8372
C18 0.1006 -2.0106 -1.4947
C19 1.4272 -2.5536 -5.0982
H29 1.2497 2.8505 3.3887
N2 -0.0815 -0.5769 -1.4626
C20 -0.8512 2.9850 3.4710
H30 0.4643 3.0378 1.8047

Results
* spin multiplicity: 1
* SMILES: Cc1ccc(CN(C)C(=O)[C@@H]2CCC(=O)N(CC3CCCCC3)C2)o1

Charges in e, computed with natural (NBO), in the same order as the atoms:
1. H 0.1908
2. H 0.2373
3. C -0.3191
4. C -0.4875
5. H 0.2065
6. H 0.2257
7. O -0.6346
8. H 0.2169
9. C 0.6973
10. H 0.2387
11. C -0.2230
12. H 0.1935
13. H 0.2122
14. O -0.6430
15. O -0.4129
16. C -0.3977
17. H 0.2271
18. C -0.2569
19. C 0.2917
20. C -0.6510
21. C 0.6827
22. C -0.4251
23. N -0.4274
24. H 0.1925
25. H 0.2042
26. C -0.3958
27. C -0.3128
28. H 0.2139
29. H 0.2068
30. H 0.2518
31. H 0.1972
32. H 0.2061
33. H 0.2016
34. H 0.2191
35. C -0.3958
36. C -0.4010
37. H 0.1886
38. C -0.2103
39. H 0.1862
40. H 0.2055
41. H 0.2342
42. H 0.2200
43. H 0.2300
44. C -0.2897
45. H 0.2275
46. C -0.3917
47. H 0.2259
48. H 0.2052
49. H 0.1908
50. C -0.2116
51. C -0.3930
52. H 0.2139
53. N -0.4386
54. C 0.2495
55. H 0.2276


C57H72BiFN9O12Se | ωB97M-V with the def2-TZVPD basis set

Geometry (Å):
C1 4.6874 -5.7050 2.7322
H1 2.9483 -3.5550 4.8004
C2 -3.4311 -1.2787 0.6010
C3 -3.6017 4.2424 5.5094
C4 -1.8761 0.9713 3.1533
H2 -3.0242 4.4450 4.6123
H3 1.5367 -5.6488 4.1596
C5 7.3208 2.2264 -0.5900
C6 3.8153 -4.0868 4.4024
H4 -0.8971 -4.0808 -1.3022
H5 4.5761 0.2423 1.3562
H6 -2.9140 2.0012 -2.9962
O1 -2.6654 8.1392 -0.6512
C7 -0.8258 5.0614 -1.0222
H7 -6.5181 -0.5065 3.6881
H8 6.1416 0.5057 -2.5921
F1 -1.3814 2.6046 4.7654
H9 4.2608 -4.6642 5.2160
N1 -6.0158 4.4966 5.0702
C8 0.9486 -5.2526 -1.1724
H10 7.3706 2.2219 -1.6804
C9 -3.0229 -0.2139 -5.4793
H11 1.8491 -0.3171 -4.3494
H12 -6.8416 -1.5813 2.3480
H13 -2.7532 2.1275 -6.6083
C10 -5.1711 2.5954 6.3490
O2 0.3148 1.9195 -0.1010
H14 -3.6059 -0.9628 -4.9408
N2 -3.2462 1.0975 -4.8567
C11 5.2390 -0.7473 -4.5666
H15 -0.8319 0.9209 2.8710
O3 -2.1346 -1.8960 -1.2979
N3 -1.3529 0.6691 -3.3975
H16 -3.7066 6.2717 0.3758
C12 -3.6477 1.9592 4.5057
C13 3.9863 -0.0355 -4.0241
C14 -0.5700 1.6662 -4.1426
H17 0.0592 5.4344 -1.5198
C15 -6.4754 -0.5876 2.6028
C16 -4.5555 1.1210 3.8820
H18 0.2245 0.1423 -6.1166
H19 2.2476 -6.8672 3.0987
H20 4.7942 1.9627 -4.3399
Se1 1.7990 -0.3839 0.9931
H21 2.3671 -6.9101 -1.0029
H22 2.3160 -6.0684 1.0424
C17 -2.4192 2.0782 -5.5689
H23 8.9602 0.0570 -0.1429
C18 2.7814 -0.8398 -4.5308
H24 4.5502 -3.3481 4.0751
O4 1.7235 -0.0692 -2.1340
C19 -4.7047 -1.1642 1.0552
C20 5.5443 0.4706 -0.5517
H25 -6.8781 1.4739 2.0622
C21 -4.1501 0.2321 2.8765
C22 2.7213 -4.2804 2.1265
H26 -7.4133 0.2954 0.8670
C23 -0.8903 3.7515 -0.7305
N4 -5.0769 -0.5328 2.1926
C24 1.5276 -4.4167 -0.0274
N5 -1.8090 7.3758 -1.0597
O5 -2.3095 1.9621 -0.0596
O6 -0.8861 7.6946 -1.7786
C25 7.9631 -0.1912 -0.5191
H27 -5.3968 1.5322 6.3235
C26 5.3021 0.3623 -1.9223
H28 -6.8596 3.8290 6.9037
C27 1.3614 -3.0071 -0.0309
C28 -2.2941 1.8446 4.1136
O7 -4.3905 2.6251 1.4104
N6 -1.6127 -0.6092 -5.4595
H29 -2.5591 3.0589 -5.1084
C29 1.5241 -4.7822 -2.5178
H30 -4.7864 4.2260 2.8107
C30 2.1933 -4.9936 1.0422
H31 7.9855 1.1990 1.8063
C31 -3.0710 4.1709 0.3437
H32 3.0327 1.9044 -4.2217
H33 1.1192 -5.3991 -3.3254
H34 8.0146 -0.2318 -1.6087
N7 -4.0429 2.8610 5.4881
H35 0.8819 -7.2765 -1.8860
O8 -4.4686 4.7428 2.0517
C32 -3.2666 -1.9825 -0.7428
H36 -3.3651 -0.1729 -6.5163
N8 -3.9888 3.7521 1.2173
H37 6.1372 -0.1321 -4.4988
H38 -3.3538 0.2830 -2.9204
C33 -0.5823 -5.1167 -1.1812
O9 -1.1593 -1.0232 1.2642
H39 6.7614 -0.0701 1.9274
C34 -6.4189 3.4293 5.9797
C35 6.9356 0.8444 -0.0441
C36 -7.3268 0.4853 1.9372
H40 3.8395 1.3440 -5.7029
H41 4.4529 -6.4001 1.9238
C37 4.4667 0.2330 0.2799
H42 -2.9492 4.4302 6.3687
O10 1.1376 3.1609 -1.8107
H43 -5.6021 1.2221 4.1296
H44 -1.1512 0.4648 -7.1942
C38 -2.9504 5.5686 0.0625
C39 1.2878 -6.7383 -1.0263
H45 -4.9771 5.5449 6.6053
H46 -1.0031 -5.7044 -2.0029
O11 -4.2657 -2.5646 -1.1775
C40 2.4785 -6.0977 3.8372
N9 -0.9923 1.7449 -5.5466
C41 -2.7729 1.0279 -3.4671
C42 3.2106 -0.0263 -0.2519
C43 1.9327 -2.2909 1.0318
C44 3.4177 -5.0269 3.2639
H47 6.5804 2.9726 -0.2945
H48 7.6957 -1.1872 -0.1593
C45 3.9096 1.3813 -4.6107
H49 2.9419 -6.5876 4.6988
H50 -0.7052 2.6448 -3.6772
H51 -7.1781 2.8182 5.4869
H52 -8.3295 0.4937 2.3683
H53 5.3837 -4.9597 2.3419
H54 -6.7817 5.1493 4.9599
H55 5.0928 -0.9892 -5.6217
C46 2.5841 -2.9051 2.0941
C47 -1.8908 5.9617 -0.6583
C48 -0.8310 0.4183 -6.1503
H56 2.7136 -1.8154 -4.0422
H57 2.9818 -2.2821 2.8845
H58 -1.7675 -1.3884 -3.5146
H59 1.2685 -3.7429 -2.7141
H60 -4.8779 2.8314 7.3774
C49 6.9846 0.9028 1.4829
H61 -4.6485 6.0611 4.9483
C50 4.0697 0.0795 -2.4912
C51 -2.1098 3.1572 -0.1588
H62 2.6134 -4.8798 -2.5236
H63 -0.9996 -5.4935 -0.2434
H64 6.2736 1.6318 1.8774
H65 5.4203 -1.6781 -4.0251
C52 2.9387 -0.0173 -1.6356
H66 -5.4887 -1.6446 0.4816
H67 8.2979 2.5337 -0.2048
C53 -1.1836 -0.6447 -4.0599
C54 0.3207 2.8632 -0.9449
H68 5.1887 -6.2648 3.5282
H69 -0.1266 -0.9220 -4.0192
C55 -2.3726 -0.7456 1.4151
H70 2.8945 -0.9977 -5.6074
H71 0.4883 1.4093 -4.0770
C56 -2.8053 0.1425 2.5051
C57 -4.8297 5.1887 5.5754
O12 0.7184 -2.4183 -1.0154
H72 0.8454 -7.1724 -0.1262
Bi1 -0.1165 -0.3946 -0.9450

Results
* spin multiplicity: 1
* net charge: -1

These are the Mulliken partial charges, in e, on atoms 1 to 99:
1. C -1.6254
2. H 0.3756
3. C 0.4105
4. C -0.6269
5. C -0.6264
6. H 0.3603
7. H 0.3392
8. C -1.6477
9. C -2.1040
10. H -0.0213
11. H 0.4494
12. H 0.2262
13. O -0.6558
14. C 0.1097
15. H 0.4931
16. H 0.1981
17. F -0.4512
18. H 0.4465
19. N -0.2081
20. C 2.5783
21. H 0.2713
22. C -0.7532
23. H 0.0819
24. H 0.5397
25. H 0.3413
26. C -1.0102
27. O -0.7434
28. H 0.3850
29. N 0.0923
30. C -2.0545
31. H 0.5698
32. O -0.2373
33. N 1.6715
34. H 0.6299
35. C -1.0339
36. C 2.4517
37. C -0.3878
38. H 0.7106
39. C -1.1915
40. C 0.2126
41. H 0.2624
42. H 0.3148
43. H 0.3058
44. Se -0.3269
45. H 0.4325
46. H 0.3839
47. C -0.8051
48. H 0.4571
49. C -1.9703
50. H 0.3330
51. O -0.3733
52. C -0.1435
53. C -0.3196
54. H 0.1303
55. C -0.6991
56. C -0.0813
57. H 0.3753
58. C 0.1955
59. N 0.3406
60. C -0.7144
61. N 1.0692
62. O -0.2174
63. O -0.6165
64. C -1.6557
65. H 0.4062
66. C -0.4777
67. H 0.3356
68. C 0.3895
69. C 0.3248
70. O -0.2977
71. N 0.1530
72. H 0.3514
73. C -1.3357
74. H 0.4154
75. C -0.2917
76. H 0.4461
77. C -0.8426
78. H 0.2570
79. H 0.5350
80. H 0.3171
81. N 0.2200
82. H 0.4474
83. O -0.5817
84. C -0.5020
85. H 0.3413
86. N 0.6797
87. H 0.4304
88. H 0.0782
89. C -1.3527
90. O -0.7201
91. H 0.3778
92. C -0.7235
93. C 1.9770
94. C -0.9089
95. H 0.4443
96. H 0.3145
97. C -0.1969
98. H 0.4798
99. O -0.7318


Energy relative to the best compared isomer or geometry (same formula, charge and spin) readings, ordered: 1.364; 1.499; 0.563; 0.089 eV